18
Properties=species:S:1:pos:R:3 method="wB97M-V/def2-TZVPD" e_homo_ev=-9.588 smiles=CCS.O.O.O e_above_lowest_ev=0.2295 fmax_ev_per_a=0.66 total_energy_ha=-707.2961 homo_lumo_gap_ev=10.12
C -0.2971 -1.0217 1.4233
C -0.0885 -1.5201 -0.0001
S 0.2839 -0.2115 -1.2455
H -1.1926 -0.4157 1.5384
H 0.5566 -0.4707 1.8166
H -0.4329 -1.9094 2.0508
H 0.7024 -2.2644 -0.0435
H -1.0153 -1.9813 -0.3370
H -1.0006 0.0933 -1.4906
O -0.6232 2.1618 0.8831
H -0.3081 3.0449 0.6431
H -0.2942 1.5959 0.1573
O 3.5252 -1.0068 0.6497
H 4.0608 -0.5496 -0.0117
H 2.6255 -0.8365 0.3766
O -3.0187 1.1745 -0.5268
H -2.4190 1.5471 0.1372
H -3.7364 1.8177 -0.5373

18
Properties=species:S:1:pos:R:3 method="wB97M-V/def2-TZVPD" e_homo_ev=-9.539 smiles=CCS.O.O.O e_above_lowest_ev=0.6625 fmax_ev_per_a=1.80 total_energy_ha=-707.2802 homo_lumo_gap_ev=9.98
C -1.5895 -0.6843 0.2741
C -0.4177 -1.3949 0.9094
S 1.1367 -1.6850 -0.0372
H -2.1622 -0.0715 0.9657
H -1.2985 -0.0522 -0.5664
H -2.2670 -1.3704 -0.2480
H -0.6528 -2.4019 1.2852
H -0.0900 -0.9921 1.8727
H 1.9445 -0.8712 0.7155
O 0.3141 1.8736 -0.6767
H -0.2554 2.3403 -1.2886
H 0.7582 1.1821 -1.1786
O 1.7116 0.2153 -2.6660
H 2.5785 0.2823 -3.0730
H 1.7805 -0.6763 -2.3249
O -0.6375 1.4788 2.4152
H -0.5713 2.1075 1.6868
H -0.2822 0.7197 1.9348

18
Properties=species:S:1:pos:R:3 method="wB97M-V/def2-TZVPD" e_homo_ev=-10.212 smiles="C=C.O.O.O.O" e_above_lowest_ev=1.0693 fmax_ev_per_a=3.16 total_energy_ha=-384.3217 homo_lumo_gap_ev=10.89
C 1.8019 0.3646 1.5257
C 0.7034 0.1111 2.2696
H 2.0238 -0.3380 0.7307
H 2.4920 1.1696 1.7513
H 0.4997 0.8642 3.0157
H 0.3214 -0.8631 2.0021
O -2.2489 -0.2047 0.0230
H -1.7609 0.5009 -0.4157
H -3.1674 -0.2148 -0.2396
O -0.9534 -1.9550 -1.4689
H -1.4288 -1.4119 -0.7679
H -0.5110 -2.5712 -0.8649
O 1.1047 -0.0756 -1.9740
H 0.9692 0.4130 -2.7906
H 0.5829 -0.8689 -1.8414
O -0.4466 1.8329 -0.5565
H -0.2199 2.0761 0.3730
H 0.2377 1.1708 -0.7718

19
Properties=species:S:1:pos:R:3 method="wB97M-V/def2-TZVPD" e_homo_ev=-9.362 smiles="C=CO.O.O.O.O" e_above_lowest_ev=0.7787 fmax_ev_per_a=1.06 total_energy_ha=-459.5651 homo_lumo_gap_ev=9.92
C -2.4408 -0.1801 -1.9053
C -1.4344 -0.7710 -1.2850
O -1.4411 -1.1203 0.0576
H -2.3591 0.0211 -2.9579
H -3.2602 0.1055 -1.2550
H -0.5476 -1.1554 -1.7908
H -0.9070 -0.4342 0.5101
O -0.0651 3.9829 1.3155
H -0.4617 4.7919 1.6689
H 0.3837 4.2938 0.5185
O 0.3636 0.4792 1.4124
H 0.4740 0.3239 2.3546
H 1.2490 0.4873 1.0284
O 2.7327 -0.2770 -0.4054
H 3.3734 0.0618 0.2293
H 2.3483 -1.0576 0.0230
O 1.1424 -2.5745 0.0488
H 1.5013 -3.2378 -0.5460
H 0.1826 -2.6358 -0.0226

19
Properties=species:S:1:pos:R:3 method="wB97M-V/def2-TZVPD" e_homo_ev="-15.082 / -15.081" e_above_lowest_ev=0.0000 charge=+1 spin_multiplicity=2 fmax_ev_per_a=1.64 total_energy_ha=-459.2750 homo_lumo_gap_ev="10.50 / 6.98"
C -2.2363 1.4911 -1.6174
C -1.7807 0.3361 -0.9661
O -0.7654 -0.2854 -1.4164
H -3.1655 1.9227 -1.2696
H -1.8842 1.7431 -2.6088
H -2.3486 -0.2060 -0.2109
H -0.4217 -0.9830 -0.7621
H 0.0421 -2.8468 0.3755
H 0.9302 -1.6110 0.5259
O -0.0338 -1.9156 0.4777
H -1.2127 0.7181 1.9478
H -0.4747 -0.5869 1.6938
O -0.3465 0.3182 2.0408
H 2.4531 -0.0524 0.4114
H 2.6379 -1.0774 1.5869
O 2.3982 -1.0126 0.6551
H 1.6216 1.4849 -0.9901
H 1.0234 1.7005 0.4265
O 1.8176 1.4218 -0.0480

21
Properties=species:S:1:pos:R:3 method="wB97M-V/def2-TZVPD" e_homo_ev="-6.059 / -6.888" e_above_lowest_ev=0.8704 spin_multiplicity=4 fmax_ev_per_a=3.37 total_energy_ha=-1478.7957 homo_lumo_gap_ev="5.70 / 6.50"
V -0.5002 0.4012 -0.0355
O 0.4992 0.1967 1.7881
C 1.9296 0.1474 1.4873
C 2.2022 -0.4932 0.2112
O 1.5097 0.2146 -0.7991
H 2.4443 -0.4214 2.3008
H 2.4866 1.0648 1.4996
H 1.9717 -1.5853 0.0824
H 3.2541 -0.5191 -0.0675
O -0.7812 -1.9003 0.2349
H -0.1858 -2.4356 0.6988
H -0.8726 -2.4529 -0.5247
O -0.5885 2.3919 -0.7989
H -1.0795 2.9513 -1.4007
H 0.1272 2.9732 -0.4117
O -1.2337 -0.3478 -2.1508
H -2.0863 0.0739 -2.3536
H -1.0967 -1.0701 -2.7053
O -2.6972 0.2080 0.5577
H -2.6290 -0.4378 1.2955
H -2.6739 1.0405 1.0915

23
Properties=species:S:1:pos:R:3 method="wB97M-V/def2-TZVPD" e_homo_ev=-24.178 charge=+4 fmax_ev_per_a=8.04 total_energy_ha=-799.0886 homo_lumo_gap_ev=6.04
Pb -1.9540 2.3964 1.1415
Hf 0.1653 -0.6475 -1.8027
F -0.9494 0.3544 -0.1503
C 1.8178 -0.2065 1.4656
C 2.4208 -1.3152 0.6138
O 1.6317 -1.7447 -0.4557
H 2.4947 -0.0158 2.2961
H 0.8512 -0.5559 1.8400
H 1.5631 0.6591 0.8351
H 2.6106 -2.1268 1.3356
H 3.4535 -1.0505 0.3545
O -0.9823 -2.4146 -0.6684
H -1.0294 -3.3192 -1.0360
H -1.0615 -2.5322 0.2959
O -0.8017 1.9158 -2.5681
H -1.7336 1.7992 -2.8206
H -0.4229 2.4587 -3.2863
O -3.6060 -0.9706 0.5601
H -2.7198 -0.7255 0.2914
H -4.0741 -1.1946 -0.2556
O 0.3847 3.0984 0.6118
H 1.0137 2.5161 0.1706
H 0.9276 3.6215 1.2318

19
Properties=species:S:1:pos:R:3 method="wB97M-V/def2-TZVPD" e_homo_ev="-3.248 / -10.055" e_above_lowest_ev=1.1782 spin_multiplicity=2 fmax_ev_per_a=2.08 total_energy_ha=-343.8283 homo_lumo_gap_ev="3.92 / 10.63"
N -1.6713 0.8140 0.0662
C -0.2106 1.1639 0.0434
C 0.6906 0.1633 -0.6384
N 0.1353 -0.8917 -1.5052
H -1.7284 0.0165 -0.5974
H -2.1156 0.5970 1.0124
H -2.4351 1.4884 -0.1310
H -0.1141 2.0793 -0.5283
H 0.2339 1.4058 1.0153
H 1.5227 0.6967 -1.1171
H 1.1951 -0.4351 0.1464
H -0.0799 -0.5560 -2.4343
H 0.8953 -1.5539 -1.5356
H -3.7442 -3.7342 -0.1842
H -2.6375 -3.8616 0.7134
O -3.1718 -3.1531 0.3328
H 4.0015 2.2503 2.3754
H 4.9783 1.4289 1.5159
O 4.2557 2.0816 1.4502